Here is a structure of composition C29H35IrN5O2PS3 from the Open Molecules 2025 dataset. Energies are from wB97M-V/def2-TZVPD.

Output
Multiplicity = 6
Energy above the lowest of the compared OMol25 structures with the same formula, charge and spin = 43.3 kJ/mol
Charge = +1
HOMO energy (alpha / beta) = -0.34093 / -0.36900 Ha

Geometry (Å):
Ir1 -0.179 0.383 1.071
S1 -1.426 3.673 4.050
C1 -1.646 4.299 2.477
C2 -1.214 3.439 1.517
C3 -0.684 2.213 2.020
C4 -0.730 2.228 3.397
C5 -0.173 1.187 4.236
C6 0.028 1.325 5.611
C7 0.661 0.317 6.307
C8 1.090 -0.808 5.617
C9 0.828 -0.882 4.262
N1 0.199 0.077 3.582
H1 -2.084 5.276 2.345
H2 -1.265 3.689 0.474
H3 -0.310 2.224 6.109
H4 0.822 0.405 7.373
H5 1.611 -1.614 6.114
H6 1.137 -1.752 3.698
S2 1.051 -0.101 -3.036
N2 -1.484 0.791 -0.772
S3 -1.045 1.777 -1.944
C10 -2.051 3.282 -1.817
C11 -3.419 3.198 -1.619
C12 -4.152 4.362 -1.466
C13 -3.517 5.598 -1.521
C14 -2.150 5.672 -1.737
C15 -1.408 4.508 -1.888
C16 -1.916 1.289 -3.457
C17 -1.716 2.052 -4.599
C18 -2.405 1.731 -5.757
C19 -3.274 0.646 -5.774
C20 -3.455 -0.117 -4.629
C21 -2.777 0.212 -3.459
H7 -2.488 0.740 -0.626
H8 -3.917 2.235 -1.594
H9 -5.220 4.302 -1.304
H10 -4.094 6.504 -1.396
H11 -1.656 6.634 -1.780
H12 -0.337 4.554 -2.047
H13 -1.036 2.895 -4.580
H14 -2.276 2.334 -6.645
H15 -3.814 0.399 -6.678
H16 -4.136 -0.959 -4.639
H17 -2.926 -0.353 -2.545
N3 -1.059 -2.731 -3.769
C22 0.126 -3.539 -4.154
P1 1.189 -3.540 -2.598
O1 1.126 -4.858 -1.932
O2 0.524 -2.333 -1.874
C23 2.885 -3.124 -3.171
N4 3.845 -4.033 -2.547
H18 -1.853 -3.310 -3.515
H19 -1.334 -2.033 -4.450
H20 -0.640 -2.265 -2.821
H21 0.636 -3.082 -4.997
H22 -0.152 -4.560 -4.402
H23 3.100 -2.087 -2.894
H24 2.895 -3.178 -4.265
H25 4.591 -4.286 -3.181
H26 3.369 -4.889 -2.274
H27 3.737 -2.667 0.201
C24 -0.407 -2.849 1.560
C25 1.024 -2.441 1.407
C26 2.140 -3.168 1.503
C27 3.292 -2.294 1.138
C28 2.629 -0.990 0.899
C29 3.293 0.280 0.515
N5 1.351 -1.092 1.057
H28 -0.570 -3.398 2.486
H29 -0.683 -3.492 0.723
H30 -1.060 -1.971 1.556
H31 2.204 -4.218 1.743
H32 4.104 -2.245 1.868
H33 4.331 0.301 0.842
H34 2.757 1.129 0.942
H35 3.267 0.392 -0.573



Here is the molecule C29H35N3O2 from the Open Molecules 2025 dataset. Energies are from wB97M-V/def2-TZVPD.

Output
Energy above the lowest of the compared OMol25 structures with the same formula, charge and spin = 0.0 kJ/mol
HOMO energy = -0.29083 Ha
SMILES = CCn1cc(C2C3=C(CC(C)(C)CC3=O)N(c3ccccc3)C3=C2C(=O)CC(C)(C)C3)c(C)n1

Geometry (Å):
C1 -6.419 -0.743 0.995
C2 -5.754 0.622 1.166
N1 -4.334 0.536 0.968
C3 -3.674 0.476 -0.202
C4 -2.336 0.326 0.090
C5 -1.208 0.212 -0.895
C6 -0.236 1.348 -0.692
C7 1.002 1.152 -0.190
C8 1.941 2.289 0.089
C9 1.640 3.521 -0.773
C10 1.988 3.236 -2.236
C11 2.478 4.702 -0.278
C12 0.153 3.843 -0.640
C13 -0.733 2.676 -1.033
O1 -1.805 2.854 -1.579
N2 1.468 -0.121 0.092
C14 2.745 -0.281 0.704
C15 3.886 -0.411 -0.081
C16 5.121 -0.566 0.521
C17 5.222 -0.591 1.903
C18 4.086 -0.460 2.684
C19 2.846 -0.305 2.088
C20 0.718 -1.240 -0.226
C21 -0.529 -1.126 -0.731
C22 -1.323 -2.290 -1.106
O2 -2.409 -2.196 -1.645
C23 -0.735 -3.643 -0.754
C24 0.787 -3.674 -0.883
C25 1.197 -3.433 -2.337
C26 1.323 -5.032 -0.426
C27 1.363 -2.573 0.017
C28 -2.287 0.300 1.500
C29 -1.106 0.162 2.396
N3 -3.506 0.425 2.004
H1 -7.493 -0.657 1.140
H2 -6.227 -1.133 -0.001
H3 -6.020 -1.444 1.723
H4 -6.166 1.336 0.447
H5 -5.916 0.996 2.179
H6 -4.170 0.548 -1.147
H7 -1.654 0.281 -1.894
H8 1.852 2.560 1.148
H9 2.974 1.979 -0.076
H10 1.417 2.390 -2.611
H11 3.048 3.014 -2.340
H12 1.757 4.101 -2.853
H13 2.282 5.584 -0.882
H14 2.241 4.938 0.758
H15 3.539 4.472 -0.342
H16 -0.080 4.083 0.402
H17 -0.121 4.707 -1.248
H18 3.795 -0.390 -1.158
H19 6.006 -0.667 -0.089
H20 6.187 -0.712 2.370
H21 4.164 -0.479 3.760
H22 1.955 -0.203 2.689
H23 -1.021 -3.857 0.281
H24 -1.201 -4.399 -1.389
H25 0.774 -4.201 -2.979
H26 0.840 -2.466 -2.684
H27 2.281 -3.461 -2.437
H28 0.929 -5.825 -1.057
H29 1.034 -5.238 0.602
H30 2.410 -5.055 -0.488
H31 1.206 -2.847 1.067
H32 2.442 -2.509 -0.139
H33 -0.592 -0.781 2.206
H34 -0.403 0.978 2.229
H35 -1.441 0.184 3.430



Here is a cluster of 2 separate species, C29H35N6O in total from the Open Molecules 2025 dataset. Energies are from wB97M-V/def2-TZVPD.

Output
Charge = +1
HOMO energy = -0.35688 Ha

Geometry (Å):
C1 -3.723 -2.730 -1.215
N1 -2.635 -2.091 -0.506
C2 -2.738 -0.818 -0.026
O1 -3.743 -0.103 -0.126
C3 -1.420 -0.469 0.652
C4 -1.590 0.045 2.085
C5 -2.339 1.324 2.150
C6 -1.986 2.542 1.593
N2 -3.023 3.441 1.784
C7 -4.049 2.821 2.498
C8 -5.318 3.275 2.845
C9 -6.184 2.368 3.479
C10 -5.786 1.043 3.733
C11 -4.517 0.585 3.361
C12 -3.641 1.481 2.750
N3 -0.693 -1.728 0.589
C13 0.521 -1.831 1.188
C14 1.320 -2.977 1.172
C15 2.571 -3.129 1.765
C16 3.299 -4.367 1.649
C17 4.655 -4.437 2.076
C18 5.407 -5.596 1.891
C19 4.846 -6.703 1.235
C20 3.511 -6.665 0.808
C21 2.731 -5.539 1.044
C22 -1.404 -2.790 -0.158
C23 -1.722 -4.004 0.728
C24 -0.700 -3.236 -1.447
H1 -4.529 -2.006 -1.345
H2 -3.393 -3.082 -2.200
H3 -4.108 -3.594 -0.656
H4 -0.910 0.294 0.032
H5 -2.125 -0.713 2.676
H6 -0.593 0.166 2.532
H7 -1.070 2.800 1.067
H8 -3.022 4.400 1.455
H9 -5.595 4.303 2.620
H10 -7.181 2.693 3.778
H11 -6.482 0.359 4.221
H12 -4.184 -0.441 3.510
H13 0.885 -0.899 1.639
H14 0.937 -3.845 0.626
H15 3.088 -2.262 2.220
H16 5.099 -3.532 2.498
H17 6.445 -5.610 2.231
H18 5.437 -7.597 1.062
H19 3.072 -7.504 0.264
H20 1.695 -5.539 0.692
H21 -2.362 -3.686 1.564
H22 -2.258 -4.757 0.134
H23 -0.809 -4.455 1.126
H24 -0.696 -2.408 -2.167
H25 0.328 -3.553 -1.255
H26 -1.252 -4.077 -1.890
C25 3.627 -2.769 4.941
C26 3.890 -2.003 6.241
N4 3.702 -0.656 5.786
C27 3.722 0.618 6.439
C28 3.387 1.585 5.305
N5 3.151 0.705 4.165
C29 3.336 -0.608 4.484
N6 3.221 -1.801 3.912
H27 4.542 -3.263 4.599
H28 2.896 -3.566 5.101
H29 3.168 -2.266 7.023
H30 4.914 -2.149 6.600
H31 2.959 0.658 7.227
H32 4.708 0.828 6.872
H33 2.477 2.160 5.517
H34 4.225 2.268 5.108
H35 2.902 1.008 3.237